Entry 1:
# C34H59B3Br33F3NO7S

A molecular structure, C34H59B3Br33F3NO7S (wB97M-V/def2-TZVPD, the Open Molecules 2025 dataset).

For the HOMO energy, the calculation gives -0.189 hartree. Its total charge is -1. The molecular weight is 3352.2 u. The HOMO-LUMO gap is 5.71 eV. The total energy comes out at -87626.70555 Eh. As for the max |F|: 8.2 eV Å⁻¹. The calculation puts the energy above the lowest of the compared OMol25 structures with the same formula, charge and spin at 189.30 kcal per mole.

Each line ends with the Mulliken charge.
Atoms and positions in Å:
C: -4.2216 -0.2718 0.7581  -0.82
C: 6.7902 -0.5686 3.7665  -0.45
H: 3.2680 1.5249 -1.8900  0.10
H: 0.9307 3.7290 0.8619  0.41
H: -7.4178 5.7163 1.7143  0.21
H: 3.2645 -4.4417 -3.0457  0.16
H: -1.7018 5.3186 -9.6396  0.34
H: -7.7053 1.5143 4.6730  0.23
O: -3.1294 5.3257 1.5282  -0.69
H: -4.6867 -0.4466 -3.4089  -0.23
H: 2.2687 -2.8161 -3.3910  0.17
C: 0.4268 1.6663 1.9038  -0.05
C: -3.3194 1.0728 5.0944  0.52
C: -5.2305 -5.5082 7.3966  0.27
C: -8.5098 1.5091 3.9301  -0.21
C: 2.8822 2.5395 0.9775  -0.70
C: 1.2457 2.5857 0.7765  0.08
Br: 5.8018 1.0922 3.9881  -0.01
Br: 4.0724 -5.6197 -5.4142  -0.02
O: -1.3355 -1.4987 0.0504  -0.67
H: 5.8941 -7.3157 -5.5933  0.36
C: -5.0525 -1.5144 -3.0674  -0.03
C: 3.0049 -3.3684 -2.6577  -0.74
F: -4.7822 1.0285 4.8480  -0.19
C: -6.4143 5.1317 1.9785  -0.34
Br: 4.0528 -3.2264 8.4023  -0.03
H: 1.0551 1.8006 2.9083  0.46
C: -1.0372 2.3766 2.1013  -1.07
S: -2.3064 0.2264 3.7124  1.32
H: -5.9679 -0.3310 -5.6545  0.27
H: -7.3623 -2.0535 -3.1182  0.29
H: -4.0780 -2.2264 -1.1302  0.11
Br: 1.8801 -5.4791 7.6344  -0.04
Br: 0.1623 3.3050 -4.8348  -0.03
C: 7.6612 3.6636 -2.5493  -0.38
O: -5.5220 5.0094 0.7789  -0.55
H: -1.8533 -2.1378 -0.5505  0.39
Br: 9.2842 -5.0111 -5.4638  -0.03
H: 0.7617 0.6121 -2.3601  0.17
Br: 5.6837 -2.1247 4.1384  0.02
H: 0.6855 0.0352 -0.5646  -0.17
H: 12.7059 -2.5303 -0.8218  0.08
H: 0.3975 0.5280 1.6339  0.24
Br: 1.6554 -2.5250 6.3664  0.12
Br: 14.0700 -2.9000 1.2348  -0.02
Br: -2.5308 5.1103 -7.2952  0.00
H: -6.2447 -0.1075 -0.2779  0.05
Br: 8.1292 2.3259 -1.2167  -0.03
C: 5.2702 -7.0012 -4.7502  -0.30
Br: -5.0639 -5.9397 5.5070  -0.01
C: -2.9029 0.7003 0.7567  1.20
C: -2.3031 1.2880 2.1693  -0.31
Br: -7.0562 -5.0344 7.8726  -0.03
O: -3.3300 2.0177 0.1772  -0.98
H: 9.9480 -2.6064 -5.5268  0.35
F: -2.8127 2.4669 5.3827  -0.22
C: 0.1359 -0.0578 -1.6196  -0.71
H: -5.9112 5.7650 2.8472  0.21
H: 5.2195 -3.0314 -3.1449  -0.32
H: -0.1406 5.4699 -3.6313  0.42
H: 6.0527 0.4054 -2.1209  0.00
H: -2.3430 -1.1736 -2.4939  0.13
B: -4.1322 2.7331 1.2321  1.49
H: -6.6146 0.8263 -3.0908  0.05
C: -1.9682 -0.1039 -2.7846  -0.48
H: 0.1897 -1.1550 -2.0400  0.40
C: 0.0766 4.4589 -3.2711  -0.51
O: -2.8808 -1.1990 3.5313  -0.66
O: -3.4301 2.2337 2.4674  0.27
H: -8.3993 0.3820 -3.5694  0.23
H: 8.2044 4.5780 -2.2890  0.39
Br: 7.6333 -0.6813 2.0171  0.05
Br: 13.9102 -0.3469 -0.7250  -0.01
Br: -4.5329 -6.9288 8.5277  -0.03
H: -6.3249 -2.7716 -4.5235  0.26
C: 5.0669 -0.0021 -1.5928  -0.17
C: 2.8531 -3.9066 7.0303  -0.29
H: 3.4771 -4.2210 6.1872  0.25
C: -5.1082 -1.7096 -1.4343  -0.39
C: 12.9559 -1.8714 0.0162  -0.14
C: -2.3234 -1.8518 8.8986  -0.12
H: -4.9295 -0.1273 1.7085  0.07
C: -1.1749 5.1978 -8.6873  -0.32
H: 2.4890 -3.5053 -1.6007  0.22
C: 4.1573 1.3058 -1.1326  0.47
C: 4.3140 -0.9382 -2.7447  -0.02
Br: -3.7764 -2.3546 10.0903  -0.07
Br: 1.7817 4.5423 -2.3386  -0.02
Br: 5.7653 4.0970 -2.5051  0.04
C: 3.5908 1.1590 0.4341  0.06
H: 4.8570 2.2702 -1.1221  -0.46
C: 4.4218 -2.5486 -2.4108  0.29
H: 2.8388 0.2596 0.5377  0.11
H: -2.5406 -0.8408 8.5384  0.22
H: 5.4049 -0.6284 -0.6573  0.16
H: -6.7649 4.0755 2.3859  -0.07
H: -1.1564 3.1681 1.2479  0.13
H: -4.2540 -2.2808 -3.5124  0.34
H: -4.7816 0.5456 -1.4136  0.00
H: 3.3310 3.4220 0.3107  0.16
C: -6.8507 -0.5911 -4.9316  -0.53
N: -1.3046 0.4899 -1.5618  0.62
H: -1.0293 2.9305 3.1331  0.37
H: 3.2027 2.8201 2.0922  0.28
Br: 4.2972 -8.5737 -4.1461  -0.03
B: -1.8529 -0.1228 -0.2604  -0.62
H: 4.7749 -0.7927 -3.8248  0.29
H: 4.7151 -2.7161 -1.2796  0.19
Br: -1.3764 3.9562 -2.0793  0.14
Br: -0.1541 3.5463 -8.8084  -0.03
H: -5.2395 2.3445 1.1422  -0.65
C: -7.3378 0.6864 -4.0010  -0.62
Br: 11.2766 -1.3419 0.8430  0.05
H: 0.9828 2.2706 -0.3348  -0.37
O: -0.8750 0.0308 4.3493  -0.67
H: -7.4611 1.6902 -4.5915  0.29
H: -6.0143 -2.3508 -1.0530  0.41
C: 9.4555 -3.2075 -4.7554  -0.38
Br: 6.4699 -6.3211 -3.3783  -0.03
Br: -0.0200 6.7489 -8.4765  -0.02
Br: -2.2377 -3.0057 7.3348  0.03
B: -4.2264 4.3782 1.1735  -0.37
Br: -0.6183 -1.7685 9.8311  -0.04
H: -7.7917 -0.8816 -5.5960  0.30
H: -3.6105 6.1460 1.9022  0.23
Br: -9.4982 3.1699 4.1517  -0.05
Br: 10.5952 -3.1539 -3.1798  0.01
Br: -7.6667 1.3964 2.1807  0.09
F: -2.9766 0.2885 6.3396  -0.18
Br: 7.7208 -2.3929 -4.4220  0.11
H: 7.5947 -0.5634 4.5094  0.36
H: -2.7713 0.5865 -3.2821  0.16
H: 3.1573 -0.6880 -2.8192  -0.22
Br: 8.2437 3.1447 -4.3313  -0.03
C: -6.4689 -1.8020 -3.8428  -0.70
Br: -9.6163 -0.0470 4.3020  -0.07
H: 4.5425 0.9360 1.0877  -0.14
C: -5.1096 -0.2488 -0.6196  -0.01
H: -4.6127 -4.6226 7.5780  -0.25
H: -3.8107 -1.3876 0.8668  0.53
H: -1.1107 -0.2565 -3.5946  0.34

=====

Entry 2:
# C9H18IN

C9H18IN in the gas phase (wB97M-V/def2-TZVPD, the Open Molecules 2025 dataset).

Its structure (SMILES) is CC1(C)CCCC(C)(C)N1I. For the HOMO energy, the calculation gives -0.294 hartree. Its total charge is 0. The molecular weight is 267.2 u. The HOMO-LUMO gap is 8.25 eV. The total energy comes out at -706.04353 Eh. As for the max |F|: 6.8 eV Å⁻¹. The calculation puts the energy above the lowest of the compared OMol25 structures with the same formula, charge and spin at 39.23 kcal per mole.

Each line ends with the natural charge from an NBO analysis.
Atoms and positions in Å:
C: 0.2355 -1.7246 1.3610  -0.64
N: 0.9457 -0.0052 -0.4224  -0.64
C: 0.2311 -1.2837 -0.1108  0.14
H: 2.0527 -2.5269 -0.4065  0.22
H: 1.8461 2.6564 -0.5401  0.21
H: 1.0747 -2.2047 -1.8906  0.21
H: -0.6070 1.6652 1.8557  0.21
C: -2.0088 -0.0708 -0.2386  -0.39
H: -2.1869 -0.2013 0.9159  0.19
H: -1.1977 -1.4377 -1.7055  0.21
C: 0.9364 2.5689 -0.9335  -0.61
H: -2.9814 0.1072 -0.7069  0.22
H: -0.0286 -0.9657 1.9304  0.20
H: -1.6408 2.2035 -0.2101  0.21
C: 1.1085 -2.4031 -0.7524  -0.60
C: -1.2158 -1.3214 -0.5516  -0.42
H: 0.2791 3.3480 -0.6486  0.21
C: 0.2071 1.4137 -0.1808  0.18
H: 1.1148 -2.0770 1.7868  0.21
H: -1.4279 1.2652 -1.5907  0.21
H: 1.0285 1.1275 1.9368  0.22
I: 2.9748 0.0252 -0.0295  0.27
H: 0.5189 2.6863 1.5675  0.21
C: 0.2612 1.7018 1.3180  -0.67
C: -1.2241 1.2758 -0.5975  -0.42
H: -0.4529 -2.4643 1.3951  0.19
H: 0.5581 -3.4299 -0.6387  0.20
H: -1.4875 -2.2440 0.0200  0.23
H: 1.0860 2.3154 -1.9324  0.22

=====

Entry 3:
# C18H26N

A molecular structure, C18H26N (wB97M-V/def2-TZVPD, the Open Molecules 2025 dataset).

For the HOMO energy, the calculation gives -0.404 hartree. Its total charge is +1. The molecular weight is 256.4 u. The HOMO-LUMO gap is 5.97 eV. The total energy comes out at -755.88690 Eh. As for the max |F|: 4.0 eV Å⁻¹. The calculation puts the energy above the lowest of the compared OMol25 structures with the same formula, charge and spin at 58.16 kcal per mole.

Each line ends with the natural charge from an NBO analysis.
Atoms and positions in Å:
H: -2.9862 1.8440 -1.5285  0.23
C: -0.9987 2.2594 -2.3545  -0.39
C: -3.2429 1.9349 1.3756  -0.21
H: 3.4147 -0.4402 0.6255  0.21
H: -1.4512 2.0103 -3.3171  0.23
H: -2.2381 3.3116 -0.9002  0.24
H: -4.0319 1.5739 0.6928  0.20
H: 0.5014 0.0923 -0.1483  0.17
H: -4.4015 0.8848 2.8630  0.22
C: -2.2950 0.9302 3.4162  -0.41
C: 3.4266 -1.0548 -0.2820  -0.08
C: 4.6555 -1.5276 -0.7558  -0.23
H: -3.1736 3.0288 1.2274  0.20
H: 1.0902 1.6791 -2.0247  0.22
C: 2.2849 -2.2903 -1.9922  -0.13
N: -1.9625 1.3026 1.0788  -0.39
H: 1.3721 -2.6156 -2.4852  0.22
C: 4.7130 -2.3915 -1.8587  -0.13
H: -0.3524 0.9280 2.4004  0.20
C: 0.9151 -1.2204 -0.1393  0.28
H: 3.5272 -3.5499 -3.2220  0.24
C: 3.5116 -2.8193 -2.4157  -0.21
C: -0.2631 -2.0373 -0.6664  -0.68
C: -0.2228 0.8143 -0.6002  -0.17
H: 5.5774 -1.1984 -0.2641  0.24
H: 0.0201 -3.0570 -0.9824  0.26
C: 0.0936 1.2136 -1.9813  -0.43
C: -2.0241 2.2750 -1.2030  -0.44
C: -1.3677 1.3997 -0.1341  0.28
H: 1.9595 -1.8957 1.7320  0.27
H: -2.5246 0.0184 3.9742  0.23
H: -3.8368 2.4851 3.3877  0.23
H: -0.7091 -1.5296 -1.5441  0.25
C: -1.3892 0.6124 2.2126  -0.20
H: 1.3714 -0.2125 1.6679  0.24
H: -1.7774 1.6293 4.0872  0.22
C: 2.1944 -1.4599 -0.8558  -0.19
H: -1.3904 -0.4751 2.0465  0.18
C: 1.1285 -1.2531 1.3889  -0.67
H: -0.5212 3.2450 -2.4423  0.22
C: -3.5594 1.5832 2.8395  -0.41
H: 0.2047 -1.5519 1.8905  0.23
H: -1.0311 -2.1166 0.1087  0.23
H: 5.6802 -2.6946 -2.2690  0.24
H: 0.1086 0.3354 -2.6488  0.20

=====

Entry 4:
# C12H8ILaNOS

A molecular structure, C12H8ILaNOS (wB97M-V/def2-TZVPD, the Open Molecules 2025 dataset).

For the HOMO energy, the calculation gives -0.674 hartree. Its total charge is +3. The molecular weight is 480.1 u. The HOMO-LUMO gap is 5.45 eV. The total energy comes out at -1318.39211 Eh. As for the max |F|: 1.6 eV Å⁻¹. The calculation puts the energy above the lowest of the compared OMol25 structures with the same formula, charge and spin at 0.00 kcal per mole.

Each line ends with the Mulliken charge.
Atoms and positions in Å:
C: -0.6126 2.0631 -2.4790  -0.47
C: -0.0770 -1.1519 1.5162  0.37
C: -1.0260 2.9087 -1.4129  1.09
C: -0.7379 0.0906 -1.0653  -0.17
H: -1.5667 -1.6593 -0.7619  0.39
H: 0.4804 -1.0754 3.6120  0.58
H: 2.2932 -2.7158 3.2962  0.47
N: -0.6159 -1.3100 -0.9146  -0.30
C: 1.9436 -2.9718 1.1947  -0.62
H: -1.0104 4.7325 -0.8699  0.31
C: -0.4732 0.7154 -2.2879  -0.17
C: 0.6749 -1.5028 2.6397  -0.77
C: -1.1354 0.9014 -0.0122  -0.61
O: -1.1671 4.2051 -1.6607  -0.41
La: 0.5860 2.0025 1.5601  1.97
H: -0.1563 0.0819 -3.1034  0.50
C: 0.1706 -1.6895 0.2458  0.27
C: 1.1857 -2.6178 0.0819  -0.36
C: 1.6914 -2.4319 2.4474  -0.50
H: -1.6062 2.9167 0.7264  0.69
H: 2.7426 -3.6835 1.0701  0.46
S: -1.4431 0.0377 1.5632  0.10
C: -1.2807 2.3352 -0.1567  -0.77
I: -0.2234 2.8670 -4.3403  0.40
H: 1.3634 -3.0482 -0.8889  0.53